[1]
ORCA calculation (ωB97M-V/def2-TZVPD) on a cluster of 11 separate species, C30H60O32S7 in total in a non-equilibrium geometry.

The geometry in XYZ format:
```
129
Properties=species:S:1:pos:R:3
O -1.63 -0.67 0.66
S -0.21 -0.45 0.83
O 0.63 -1.57 1.16
O 0.32 0.37 -0.48
C -0.06 1.72 -0.29
C -0.15 2.04 1.22
O 0.15 0.77 1.78
H 0.64 2.38 -0.80
H -0.98 1.87 -0.87
H -1.06 2.51 1.57
H 0.58 2.80 1.50
O -0.29 2.99 -3.13
S -0.08 2.95 -4.54
O -1.17 2.87 -5.44
O 0.97 4.13 -5.03
C 2.32 3.73 -5.03
C 2.30 2.30 -4.45
O 1.04 1.89 -4.97
H 2.71 3.81 -6.05
H 2.89 4.47 -4.46
H 2.33 2.41 -3.36
H 3.05 1.59 -4.78
O 2.85 5.93 -1.34
S 3.08 4.69 -0.69
O 2.03 4.08 0.07
O 3.72 3.58 -1.72
C 5.15 3.57 -1.74
C 5.55 4.77 -0.88
O 4.51 4.78 0.11
H 5.45 2.60 -1.35
H 5.41 3.63 -2.80
H 5.52 5.69 -1.46
H 6.49 4.72 -0.33
O 0.97 5.13 5.18
S 1.40 4.79 3.84
O 0.40 4.72 2.82
O 2.65 5.74 3.44
C 3.90 5.12 3.60
C 3.59 3.83 4.36
O 2.34 3.49 3.81
H 4.32 4.87 2.62
H 4.63 5.80 4.05
H 3.47 4.07 5.42
H 4.36 3.06 4.29
O -5.26 -5.22 1.91
S -5.75 -3.92 2.26
O -7.16 -3.72 2.14
O -5.20 -3.43 3.74
C -4.68 -2.08 3.73
C -3.99 -2.09 2.42
O -4.94 -2.68 1.53
H -5.60 -1.51 3.84
H -4.01 -2.06 4.59
H -3.12 -2.76 2.41
H -3.53 -1.16 2.09
O -2.05 -4.50 4.10
S -0.78 -4.74 4.76
O -0.76 -5.56 5.92
O 0.36 -5.26 3.70
C 1.32 -4.25 3.39
C 0.75 -2.95 3.87
O -0.07 -3.31 4.98
H 2.21 -4.53 3.97
H 1.45 -4.36 2.31
H 0.11 -2.49 3.11
H 1.45 -2.16 4.14
O -1.57 0.04 -6.53
S -1.43 -1.00 -5.58
O -0.56 -2.11 -5.84
O -1.04 -0.40 -4.12
C -2.21 0.09 -3.48
C -3.18 -1.09 -3.74
O -2.93 -1.41 -5.12
H -1.99 0.25 -2.43
H -2.49 1.01 -4.01
H -4.24 -0.88 -3.56
H -3.02 -1.90 -3.03
C 3.61 1.04 1.55
C 4.99 0.71 2.17
C 5.85 0.63 0.93
O 5.02 0.04 -0.07
C 3.66 0.05 0.37
H 3.54 2.11 1.34
H 2.83 0.83 2.29
H 4.81 -0.22 2.71
H 5.30 1.49 2.87
H 6.77 0.09 1.16
H 6.13 1.65 0.64
H 3.30 -0.93 0.66
H 3.08 0.47 -0.46
C 1.09 -3.63 -1.71
C 0.53 -2.35 -2.27
C 1.76 -1.62 -2.68
O 2.67 -2.67 -3.01
C 2.05 -3.97 -2.83
H 0.29 -4.36 -1.58
H 1.70 -3.53 -0.81
H -0.26 -1.83 -1.71
H -0.07 -2.54 -3.17
H 2.05 -1.02 -1.81
H 1.56 -0.97 -3.53
H 2.79 -4.75 -2.65
H 1.58 -4.27 -3.78
C -2.34 -3.85 -0.31
C -2.79 -4.52 -1.59
C -3.52 -5.76 -1.17
O -2.78 -6.23 -0.05
C -2.18 -5.10 0.57
H -3.15 -3.16 -0.07
H -1.50 -3.17 -0.17
H -1.95 -4.79 -2.25
H -3.37 -3.88 -2.27
H -3.55 -6.41 -2.05
H -4.56 -5.68 -0.81
H -1.11 -5.31 0.65
H -2.63 -4.90 1.55
C -4.68 3.34 0.41
C -5.11 2.09 -0.29
C -4.93 1.02 0.84
O -4.46 1.72 2.00
C -4.75 3.11 1.90
H -5.22 4.23 0.07
H -3.67 3.66 0.12
H -4.50 1.96 -1.18
H -6.14 2.01 -0.64
H -4.27 0.21 0.54
H -5.85 0.49 1.10
H -4.06 3.79 2.39
H -5.77 3.19 2.29
```

Output
energy relative to the best compared isomer or geometry (same formula, charge and spin)	214.3	kJ/mol
LUMO level	-0.3	eV

=====

[2]
ORCA calculation (ωB97M-V/def2-TZVPD) on a cluster of 3 separate species, C30H61ClFN3O13P in total in a non-equilibrium geometry.

The geometry in XYZ format:
```
110
Properties=species:S:1:pos:R:3
C 4.77 -1.09 -1.57
C 3.88 -1.07 -2.80
O 3.12 0.13 -2.79
C 2.11 0.17 -3.78
C 1.91 1.63 -4.16
O 0.51 1.92 -4.19
C 0.21 3.27 -4.04
N -1.03 3.34 -3.28
C -1.02 3.20 -1.99
N 0.08 2.97 -1.23
C -0.44 2.93 0.16
C 0.45 2.34 1.25
C 1.69 1.54 0.79
C 1.42 0.03 0.62
P 2.61 -1.00 1.53
O 3.49 -0.18 2.36
O 3.50 -1.76 0.43
C 3.09 -3.02 -0.11
C 2.11 -2.91 -1.29
O 1.82 -2.06 2.42
C 0.57 -2.61 1.95
C 0.53 -4.13 2.19
C -1.88 2.38 -0.07
C -2.70 2.56 1.20
C -4.21 2.31 1.08
C -4.80 2.28 2.48
F -6.13 1.91 2.42
C -1.74 0.87 -0.41
C -2.82 0.23 -1.30
C -2.39 0.08 -2.78
Cl -2.46 -1.62 -3.29
N -2.15 3.26 -1.23
O -3.32 3.15 -1.95
C -4.08 4.37 -1.88
C -5.43 4.18 -2.51
C -6.12 2.86 -2.15
O -5.20 4.29 -3.91
H 4.29 -0.49 -0.80
H 4.88 -2.09 -1.16
H 5.73 -0.63 -1.77
H 3.20 -1.93 -2.80
H 4.50 -1.13 -3.70
H 1.17 -0.19 -3.34
H 2.34 -0.45 -4.64
H 2.39 1.87 -5.10
H 2.40 2.23 -3.39
H 0.97 3.80 -3.46
H 0.05 3.78 -4.99
H -1.91 3.46 -3.77
H 0.62 2.17 -1.56
H -0.62 3.98 0.40
H 0.83 3.19 1.82
H -0.13 1.75 1.96
H 2.09 1.96 -0.13
H 2.45 1.71 1.55
H 1.41 -0.22 -0.44
H 0.43 -0.19 1.00
H 2.73 -3.70 0.66
H 4.00 -3.47 -0.50
H 1.12 -3.28 -1.06
H 2.48 -3.52 -2.11
H 2.10 -1.89 -1.66
H 0.40 -2.42 0.90
H -0.22 -2.16 2.55
H -0.20 -4.40 2.94
H 1.53 -4.47 2.43
H 0.24 -4.63 1.27
H -2.33 1.90 1.97
H -2.55 3.59 1.56
H -4.66 3.11 0.50
H -4.41 1.33 0.66
H -4.28 1.51 3.05
H -4.69 3.23 3.00
H -0.78 0.64 -0.86
H -1.77 0.35 0.54
H -3.01 -0.78 -0.94
H -3.76 0.76 -1.30
H -1.39 0.45 -2.98
H -3.08 0.62 -3.42
H -4.15 4.71 -0.85
H -3.54 5.15 -2.43
H -6.06 5.01 -2.18
H -6.61 2.42 -3.02
H -5.45 2.12 -1.74
H -6.89 3.04 -1.40
H -5.99 4.01 -4.38
C -3.91 -3.81 -0.25
O -4.83 -3.76 0.84
C -4.33 -4.22 1.99
O -3.21 -4.61 2.16
O -5.28 -4.14 2.92
C -4.88 -4.60 4.21
H -4.43 -3.40 -1.11
H -3.03 -3.20 -0.03
H -3.61 -4.83 -0.45
H -4.06 -4.00 4.60
H -4.60 -5.65 4.18
H -5.75 -4.48 4.86
C 9.81 -1.89 5.66
O 9.08 -0.96 4.85
C 8.01 -1.48 4.25
O 7.65 -2.63 4.34
O 7.42 -0.53 3.54
C 6.24 -0.95 2.84
H 10.64 -1.34 6.08
H 9.19 -2.28 6.46
H 10.19 -2.71 5.05
H 5.49 -1.30 3.53
H 6.50 -1.73 2.13
H 5.87 -0.08 2.31
```

Output
total charge	+1
LUMO level	-2.5	eV

=====

[3]
ORCA calculation (ωB97M-V/def2-TZVPD) on a cluster of 8 separate species, C30H62B4F16N5O6 in total in a non-equilibrium geometry.

The geometry in XYZ format:
```
123
Properties=species:S:1:pos:R:3
C 11.22 12.27 29.94
O 12.06 11.13 29.81
C 12.98 11.07 30.92
C 13.92 9.90 30.68
N 14.28 9.72 29.29
H 14.02 10.60 28.82
H 15.27 9.45 29.06
C 13.41 8.65 28.59
C 13.63 7.28 29.14
O 14.86 7.22 29.78
C 15.59 5.97 29.58
H 11.71 13.26 30.03
H 10.55 12.14 30.79
H 10.57 12.28 29.06
H 12.43 10.99 31.85
H 13.59 12.01 30.97
H 13.43 8.97 30.98
H 14.81 10.03 31.34
H 13.70 8.77 27.53
H 12.40 8.96 28.78
H 13.52 6.57 28.31
H 12.84 7.00 29.83
H 16.00 5.92 28.56
H 14.91 5.16 29.69
H 16.33 5.93 30.36
C 9.34 -1.91 17.60
O 10.26 -0.92 17.95
C 11.61 -1.31 17.77
C 12.53 -0.19 18.11
N 12.21 0.21 19.47
H 11.18 0.37 19.55
H 12.44 -0.63 19.98
C 12.87 1.43 19.95
C 12.08 2.56 19.36
O 10.73 2.19 19.29
C 9.84 3.30 19.09
H 8.35 -1.69 18.00
H 9.64 -2.87 18.01
H 9.31 -1.98 16.50
H 11.76 -1.56 16.72
H 11.82 -2.20 18.38
H 12.35 0.63 17.42
H 13.60 -0.46 18.17
H 13.92 1.39 19.61
H 12.82 1.44 21.05
H 12.47 2.78 18.33
H 12.18 3.51 19.89
H 8.91 2.98 18.65
H 10.30 4.06 18.46
H 9.66 3.77 20.04
C 11.99 1.65 24.11
O 11.53 2.95 24.01
C 11.63 3.39 22.69
C 11.32 4.86 22.78
N 11.94 5.58 23.94
H 11.37 6.45 24.16
H 11.82 5.06 24.81
C 13.30 6.10 23.71
C 13.88 6.66 25.00
O 14.30 5.77 26.03
C 15.04 4.73 25.47
H 12.13 1.40 25.16
H 12.96 1.47 23.61
H 11.26 0.97 23.67
H 10.84 3.01 22.02
H 12.60 3.10 22.28
H 10.25 5.04 22.88
H 11.60 5.38 21.87
H 13.24 6.90 22.98
H 13.89 5.30 23.28
H 13.19 7.42 25.36
H 14.70 7.39 24.80
H 14.37 3.95 25.09
H 15.71 4.37 26.27
H 15.63 5.09 24.60
C 18.26 2.68 24.34
N 19.30 3.48 23.69
C 20.27 4.10 24.39
C 21.30 4.78 23.74
C 21.35 4.82 22.35
C 20.27 4.26 21.67
C 19.30 3.58 22.36
C 22.51 5.47 21.66
C 22.31 6.17 20.47
C 23.38 6.82 19.86
N 24.64 6.75 20.38
C 24.84 5.99 21.46
C 23.83 5.37 22.10
C 25.70 7.50 19.70
H 18.18 1.73 23.81
H 17.26 3.11 24.24
H 18.57 2.53 25.38
H 20.25 4.02 25.48
H 22.05 5.28 24.34
H 20.26 4.26 20.61
H 18.42 3.19 21.87
H 21.34 6.23 20.02
H 23.31 7.44 18.97
H 25.85 5.95 21.85
H 24.09 4.82 22.99
H 25.80 7.05 18.72
H 26.55 7.37 20.36
H 25.41 8.57 19.60
B 10.00 6.33 20.18
F 8.81 5.64 19.79
F 11.07 5.52 20.00
F 10.18 7.37 19.34
F 9.88 6.76 21.48
B 10.62 7.25 26.51
F 10.77 7.76 25.21
F 11.53 7.89 27.39
F 9.37 7.52 27.04
F 10.92 5.90 26.51
B 16.02 2.74 21.88
F 14.80 2.91 21.24
F 16.00 1.61 22.68
F 17.02 2.55 20.92
F 16.33 3.88 22.66
B 14.66 8.84 21.93
F 14.55 10.20 21.69
F 15.93 8.38 21.56
F 14.61 8.64 23.31
F 13.69 8.11 21.26
```

Output
total charge	+1
energy relative to the best compared isomer or geometry (same formula, charge and spin)	176.4	kJ/mol
LUMO level	-5.6	eV

=====

[4]
ORCA calculation (ωB97M-V/def2-TZVPD) on a cluster of 7 separate species, C30H62NO15P in total in a non-equilibrium geometry.

The geometry in XYZ format:
```
109
Properties=species:S:1:pos:R:3
C -2.57 -0.42 -1.97
P -2.26 -1.09 -0.29
C -2.06 -2.88 -0.52
O -0.77 -0.47 0.21
C 0.31 -0.85 -0.54
O 0.68 -2.02 -0.65
O 0.93 0.18 -1.12
C 1.64 -0.19 -2.31
C 0.75 -0.72 -3.43
C 1.14 -2.13 -3.92
N 0.05 -3.12 -3.90
H -2.30 -1.09 -2.78
H -3.64 -0.26 -2.01
H -2.06 0.52 -2.13
H -1.90 -3.32 0.46
H -1.27 -3.21 -1.18
H -3.03 -3.23 -0.87
H 2.09 0.73 -2.66
H 2.46 -0.86 -2.10
H -0.28 -0.76 -3.09
H 0.80 -0.03 -4.25
H 1.94 -2.53 -3.31
H 1.46 -2.04 -4.95
H -0.10 -3.46 -2.96
H -0.79 -2.67 -4.22
C 1.86 3.38 3.11
C 0.40 3.77 3.15
O 0.04 4.62 2.04
C -0.34 4.11 0.85
C -0.17 2.64 0.58
O -0.75 4.87 0.01
H 2.09 2.78 2.23
H 2.11 2.79 3.99
H 2.49 4.27 3.09
H -0.26 2.91 3.20
H 0.20 4.37 4.03
H 0.80 2.47 0.11
H -0.95 2.32 -0.10
H -0.24 2.02 1.47
C 1.08 -6.89 -1.27
C -0.40 -6.57 -1.23
O -0.81 -5.83 -2.38
C -1.18 -6.42 -3.55
C -0.92 -7.89 -3.75
O -1.65 -5.73 -4.40
H 1.33 -7.54 -2.12
H 1.39 -7.40 -0.36
H 1.66 -5.98 -1.38
H -1.01 -7.47 -1.10
H -0.61 -5.92 -0.39
H 0.05 -8.01 -4.23
H -1.69 -8.28 -4.42
H -0.94 -8.48 -2.84
C -5.20 2.79 5.82
C -4.14 3.15 4.81
O -2.86 2.63 5.16
C -2.47 1.38 4.85
C -3.50 0.40 4.34
O -1.33 1.07 5.04
H -5.35 1.71 5.88
H -6.15 3.26 5.56
H -4.90 3.13 6.82
H -4.42 2.85 3.80
H -4.00 4.23 4.78
H -3.91 -0.15 5.19
H -3.01 -0.30 3.68
H -4.32 0.85 3.80
C 5.73 4.32 -5.48
C 4.96 3.46 -6.45
O 4.59 2.21 -5.85
C 3.51 2.06 -5.08
C 2.77 3.28 -4.59
O 3.20 0.95 -4.73
H 5.13 4.59 -4.61
H 6.07 5.24 -5.95
H 6.61 3.79 -5.11
H 4.08 3.97 -6.84
H 5.58 3.19 -7.30
H 3.18 3.57 -3.62
H 1.72 3.02 -4.45
H 2.82 4.13 -5.26
C -5.97 -4.96 4.00
C -4.99 -4.12 4.80
O -5.28 -2.73 4.71
C -6.16 -2.11 5.52
C -7.07 -2.93 6.41
O -6.23 -0.91 5.48
H -6.98 -4.87 4.40
H -5.68 -6.01 4.03
H -5.99 -4.63 2.97
H -4.92 -4.44 5.84
H -3.99 -4.22 4.37
H -8.00 -3.11 5.87
H -7.28 -2.35 7.30
H -6.65 -3.88 6.72
C 5.79 4.71 1.24
C 4.98 4.48 -0.01
O 5.34 5.39 -1.06
C 6.35 5.17 -1.91
C 7.33 4.05 -1.64
O 6.47 5.91 -2.85
H 6.85 4.52 1.08
H 5.45 4.04 2.04
H 5.68 5.74 1.58
H 5.04 3.45 -0.37
H 3.93 4.68 0.18
H 8.17 4.46 -1.07
H 7.70 3.69 -2.59
H 6.91 3.21 -1.10
```

Output
LUMO level	0.4	eV